1.
This record from the Open Molecules 2025 dataset describes a cluster of 4 separate species, C18H38N3O3S5 in total. The level of theory is ωB97M-V/def2-TZVPD.

The geometry in XYZ format:
```
67
Properties=species:S:1:pos:R:3:forces:R:3
S 1.64810 -2.83034 0.88575 0.3 0.0 0.2
C 0.65342 -1.86155 0.08024 -0.5 0.0 -0.4
S -0.49902 -2.55905 -1.04070 0.2 -0.2 -0.2
C -1.92504 -1.45127 -1.06458 -0.3 0.1 0.2
C -3.02702 -1.86330 -0.08136 0.3 -0.1 -0.2
C -4.39713 -1.32272 -0.50980 -0.1 -0.3 0.4
C -5.30747 -0.84377 0.63193 -0.2 0.6 -0.3
C -6.48989 -0.00172 0.08826 0.4 0.1 0.6
C -6.15706 1.50056 0.01120 -0.6 -0.7 -0.6
N -4.68727 1.74333 -0.07330 0.1 0.7 0.1
C -3.91052 1.21691 1.10156 0.3 -0.9 0.4
C -4.60724 0.00415 1.71097 -0.9 0.0 -0.4
N 0.62554 -0.45090 0.20127 0.4 -2.7 1.5
C 0.66539 0.15016 1.44985 -0.4 2.5 -1.5
C 0.55459 1.49263 1.09890 0.1 -1.3 1.4
N 0.49608 1.65239 -0.24965 -0.1 1.5 -0.2
C 0.54404 0.47030 -0.76963 -0.1 0.4 -0.3
H -2.32175 -1.47787 -2.07886 0.2 0.0 -0.1
H -1.60864 -0.43269 -0.83879 0.0 0.0 -0.2
H -2.71069 -1.53907 0.90962 -0.1 0.0 0.1
H -3.07680 -2.94881 -0.04211 0.0 -0.1 0.1
H -4.29597 -0.56458 -1.29416 0.1 0.1 0.0
H -4.92227 -2.14295 -0.99706 -0.1 0.1 -0.2
H -5.76807 -1.70151 1.11537 0.2 -0.2 0.1
H -6.85755 -0.38028 -0.86133 0.0 0.0 -0.1
H -7.28918 -0.07469 0.82227 -0.3 -0.1 -0.2
H -6.60078 1.92185 -0.88639 0.0 0.2 0.0
H -6.56674 2.02293 0.86760 0.3 0.2 0.2
H -4.53330 2.75147 -0.10970 0.0 0.0 -0.1
H -4.31827 1.38566 -0.95381 0.0 -0.2 0.1
H -3.82105 2.02289 1.82131 0.1 0.1 0.0
H -2.92507 0.91189 0.76049 0.2 0.3 -0.2
H -5.38982 0.36453 2.37950 0.0 -0.1 0.3
H -3.93030 -0.61298 2.28999 0.2 0.2 0.1
H 0.73687 -0.29317 2.42230 0.1 -0.5 -0.1
H 0.51496 2.28170 1.83004 0.1 0.3 -0.2
H 0.51512 0.24190 -1.82107 0.1 -0.2 0.0
C 1.45206 -6.05526 -5.52557 0.0 0.0 -0.1
S 0.87900 -5.14841 -4.08476 0.0 -0.1 0.1
O -0.38614 -4.46506 -4.46892 0.0 0.1 0.0
C 2.18023 -3.90812 -4.11423 0.1 0.1 -0.1
H 0.75000 -6.86414 -5.71559 0.0 0.0 0.1
H 1.48793 -5.38956 -6.38792 0.0 0.0 0.0
H 2.43956 -6.46953 -5.32269 0.0 0.0 0.0
H 2.16898 -3.38698 -5.07175 -0.1 0.0 0.0
H 3.14446 -4.39081 -3.95543 0.0 0.0 0.0
H 1.98962 -3.20130 -3.30851 0.0 0.0 0.0
C 3.78030 3.06944 4.47591 0.0 0.1 0.1
S 3.36663 1.59386 3.53984 0.2 0.1 -0.1
O 2.20164 0.95475 4.21828 0.0 0.0 0.0
C 4.84478 0.68067 3.98909 0.0 -0.1 0.1
H 2.96552 3.78218 4.36451 0.0 0.0 0.0
H 3.90268 2.81272 5.52799 0.0 -0.1 0.0
H 4.69932 3.50023 4.07867 0.0 0.0 0.0
H 4.90412 0.59066 5.07376 -0.1 0.0 0.0
H 5.72042 1.20149 3.60005 0.0 0.0 -0.1
H 4.78096 -0.30902 3.54119 0.0 0.0 0.0
C 6.03096 4.63037 -0.50846 0.0 0.1 -0.1
S 5.70401 3.29392 0.64759 -0.1 0.0 0.0
O 6.87455 2.38184 0.61400 0.0 -0.1 0.0
C 4.39633 2.52369 -0.31714 -0.1 0.0 -0.1
H 6.85387 5.22323 -0.11498 0.0 0.0 0.0
H 6.30735 4.21572 -1.47775 0.0 -0.1 0.0
H 5.14229 5.25499 -0.60071 0.0 0.0 0.0
H 4.78129 2.24990 -1.29982 0.1 0.0 0.0
H 3.55925 3.21557 -0.41514 0.0 0.0 0.0
H 4.06785 1.63097 0.21240 0.0 0.0 0.1
```
Positions in Å, forces in eV/Å.

Computed properties:
HOMO: -10.466 eV
Charge: +1
Orbital gap: 7.4 eV


2.
This record from the Open Molecules 2025 dataset describes a structure of composition C18H38N4O12TlV2. The level of theory is ωB97M-V/def2-TZVPD.

The geometry in XYZ format:
```
75
Properties=species:S:1:pos:R:3:forces:R:3
Tl 4.65854 4.36843 -3.10041 -0.1 -0.1 -0.1
O 0.42051 -3.37028 -3.83633 -0.5 1.7 -1.2
V 0.15671 -2.09925 -4.72030 -3.0 -0.2 0.1
O -1.40719 -2.05178 -5.08300 3.6 -0.4 1.0
O -4.02746 3.31469 -4.36645 2.3 2.2 0.2
V -2.79156 4.30294 -4.26450 -2.9 2.3 -1.9
O -3.27486 5.81239 -4.71642 1.4 -5.0 1.5
N 0.83128 2.25921 -6.16903 -1.4 0.1 3.4
O 1.84016 2.85775 -5.92772 2.7 1.3 -0.6
O 0.81821 1.03335 -6.10239 -0.2 -2.2 -0.9
O -0.23975 2.89063 -6.13659 -1.6 0.4 -0.9
N 0.14620 1.63691 -1.93880 1.0 0.5 -4.0
O -0.85904 2.27689 -2.07273 -3.9 3.3 1.2
O 0.01109 0.48142 -2.33717 1.3 -3.4 0.7
O 1.21623 2.21836 -1.83745 1.4 -0.4 1.5
C -3.74659 -4.24117 1.76392 -0.7 0.6 0.3
C -3.22426 -3.69197 0.41135 1.9 -2.1 -1.8
C -3.02460 -4.86677 -0.65394 -0.3 -0.4 0.6
C -4.21903 -5.22069 -1.46456 -2.1 1.3 -0.9
C -5.04448 -3.98737 -1.99131 1.5 -1.2 1.6
C -5.32636 -2.96319 -0.76369 -1.1 0.5 -2.5
N -4.04977 -2.61651 -0.16534 -1.3 -3.3 0.8
O -3.97673 -1.47609 0.50735 -0.2 0.8 -0.3
C -6.04636 -1.75598 -1.43805 0.2 1.2 0.6
C -6.33569 -3.61099 0.23962 0.3 -1.0 1.0
C -1.79226 -3.22878 0.60233 0.6 1.3 0.9
H -4.57573 -4.94639 1.70660 0.1 0.2 -0.2
H -4.06465 -3.34473 2.29622 -0.1 -0.2 0.5
H -2.94531 -4.71863 2.32790 0.2 0.1 -0.3
H -2.12511 -4.70818 -1.24882 -0.2 0.6 -0.2
H -2.81255 -5.82438 -0.17843 0.4 0.4 0.8
H -4.95076 -5.77715 -0.87887 0.3 -0.4 0.0
H -3.91401 -5.81967 -2.32263 -0.1 -0.2 0.0
H -5.99809 -4.36422 -2.36102 0.0 0.5 -0.1
H -4.43192 -3.53500 -2.77121 -0.5 0.6 0.0
H -6.94396 -2.01851 -1.99796 0.3 -0.7 0.0
H -6.42034 -0.96309 -0.79031 0.0 -0.4 0.9
H -5.42990 -1.12285 -2.07617 0.5 -0.6 -0.4
H -6.16182 -3.25570 1.25532 -0.4 0.7 -0.2
H -7.37881 -3.53245 -0.06671 0.2 0.7 -0.2
H -6.21566 -4.68192 0.40332 0.4 -0.1 -0.6
H -1.06408 -4.00789 0.82781 -0.5 -0.5 -0.3
H -1.66934 -2.59230 1.47863 -0.2 0.5 -0.1
H -1.43591 -2.71015 -0.28768 0.1 0.1 0.0
H -3.32449 -0.99949 -0.01133 0.7 1.1 0.3
C 3.00644 4.94329 1.62176 0.0 -0.4 -1.7
C 3.73820 3.84168 2.39584 -1.7 -0.1 0.5
C 2.61427 2.84342 2.84043 0.1 -0.5 0.2
C 3.13017 1.49441 3.40502 -1.0 1.2 -0.2
C 3.93430 0.86228 2.29868 -0.1 0.0 1.2
C 5.15445 1.73653 1.89423 -0.2 -1.8 -1.4
N 4.73965 3.13000 1.52652 -1.2 -1.4 1.5
O 5.73644 3.86776 0.94769 -0.6 -0.2 0.2
C 6.28343 1.73031 2.99937 -0.2 -0.6 -0.9
C 5.69136 1.00447 0.60507 1.3 1.2 0.2
C 4.30183 4.50925 3.63865 2.0 1.2 1.1
H 2.22736 5.43908 2.20083 0.5 0.1 0.2
H 3.65465 5.63925 1.08924 0.2 0.4 0.7
H 2.47907 4.48203 0.78676 -0.2 -0.3 -0.1
H 1.85281 3.30751 3.46725 0.8 0.6 0.8
H 1.92404 2.66499 2.01591 0.5 -0.5 -0.7
H 3.69320 1.52841 4.33772 0.3 0.7 -0.1
H 2.26686 0.92371 3.74720 -0.1 -0.3 -0.5
H 3.28361 0.61445 1.46007 0.2 0.3 -0.2
H 4.24380 -0.09009 2.72916 0.7 -0.1 -0.5
H 5.84861 1.84709 3.99205 0.4 1.0 -0.1
H 7.11432 2.31916 2.61083 -0.2 1.0 0.8
H 6.82726 0.78892 3.07782 -0.7 -0.6 -0.4
H 6.28333 0.13998 0.90563 -0.5 -0.3 0.0
H 6.44154 1.62401 0.11363 0.1 0.3 0.0
H 4.97192 0.77947 -0.18224 -0.4 -0.2 0.5
H 4.59223 3.98677 4.55012 -0.2 -1.0 -0.4
H 5.20976 5.06849 3.41281 0.5 0.0 -0.4
H 3.74525 5.34424 4.06422 -0.9 -0.2 -0.6
H 6.15939 4.27965 1.70470 0.7 0.8 0.3
```
Positions in Å, forces in eV/Å.

Computed properties:
HOMO: -14.602 eV
Charge: +3
Orbital gap: 1.4 eV


3.
This record from the Open Molecules 2025 dataset describes a cluster of 2 separate species, C18H38NO2 in total. The level of theory is ωB97M-V/def2-TZVPD.

The geometry in XYZ format:
```
59
Properties=species:S:1:pos:R:3:forces:R:3
C 0.19633 3.23213 -0.90473 2.1 0.2 0.1
C 1.57773 3.19978 -1.09401 -2.2 -1.0 0.3
C 2.28316 1.98885 -1.82944 0.6 1.0 -0.2
C 3.81881 2.38714 -2.15410 -0.6 0.7 0.6
C 4.81069 2.00154 -0.96246 0.0 1.1 0.2
O 5.52164 3.22513 -0.60424 0.1 -0.9 0.3
C 6.43230 2.98321 0.48251 0.8 -0.2 0.0
O 4.25283 1.94954 -3.44683 -0.5 -0.8 1.3
C 4.30121 0.51233 -3.55629 1.1 -0.4 -1.1
H -0.50715 2.49399 -1.39773 1.1 0.8 0.7
H -0.25950 4.00730 -0.22189 0.5 -0.8 -1.2
H 2.22467 4.02721 -0.68836 -0.7 -1.1 -0.3
H 2.25952 1.06185 -1.18078 -0.2 1.0 -0.7
H 1.75309 1.81378 -2.81502 0.6 0.0 1.1
H 3.81242 3.52954 -2.19455 0.3 -1.6 -0.1
H 4.23703 1.68758 -0.02335 0.6 0.0 -1.3
H 5.61071 1.25386 -1.25362 -1.2 0.5 0.2
H 7.37958 3.60922 0.35755 -1.5 -0.7 0.1
H 6.75792 1.89876 0.44767 -0.2 1.1 0.3
H 5.96797 3.20616 1.49088 0.4 -0.3 -1.1
H 3.82537 0.22609 -4.55440 0.3 0.3 1.5
H 5.39957 0.20311 -3.65647 -1.4 0.3 0.3
H 3.86210 -0.04619 -2.67792 0.2 0.7 -1.0
C -2.82800 0.30960 -2.01351 0.1 -0.1 -0.1
C -3.13033 -1.09812 -1.51723 0.1 0.1 -0.1
C -3.75688 -1.16591 -0.11965 0.0 -0.3 -0.3
C -2.97547 -0.59281 1.06660 -0.2 -0.2 0.0
N -1.91145 -1.47055 1.73592 0.7 0.2 0.9
C -0.89431 -2.08565 0.78558 -0.4 0.0 -0.1
C -0.03247 -0.91409 0.36916 0.0 -0.1 -0.5
C 0.14167 -0.11130 1.64433 0.3 0.6 0.2
C -1.00447 -0.51617 2.56689 -0.2 -0.3 -0.2
C -2.46554 -2.49915 2.72461 0.1 -0.2 -0.4
C -3.42458 -3.53539 2.14257 -0.3 0.0 0.3
C -4.89373 -3.16549 2.34174 -0.2 0.0 -0.2
H -2.20925 0.87442 -1.31226 0.0 0.0 0.0
H -2.28589 0.25782 -2.96060 -0.1 0.1 0.1
H -3.74855 0.86750 -2.18407 0.0 0.1 0.0
H -2.22945 -1.70909 -1.58523 0.0 0.0 0.0
H -3.83940 -1.55411 -2.21687 0.1 0.0 0.2
H -4.04927 -2.20024 0.04996 0.0 0.1 0.2
H -4.69619 -0.60591 -0.16764 0.1 0.0 0.2
H -3.67324 -0.34198 1.87080 0.2 -0.1 0.0
H -2.49229 0.34286 0.77956 0.1 -0.1 0.0
H -0.30724 -2.81039 1.35465 -0.2 0.1 0.1
H -1.39914 -2.61213 -0.01981 0.0 0.1 0.1
H -0.52546 -0.30780 -0.39320 0.0 -0.1 0.0
H 0.92352 -1.23812 -0.04442 -0.1 -0.1 0.0
H 0.13418 0.96084 1.43876 0.0 -0.1 0.0
H 1.09914 -0.33812 2.11958 -0.1 0.0 0.0
H -1.60455 0.31938 2.92735 -0.1 -0.2 0.0
H -0.61789 -1.07568 3.42034 -0.3 0.0 -0.1
H -2.93270 -1.93585 3.53812 0.0 0.0 -0.2
H -1.59538 -3.02072 3.13200 0.0 0.3 -0.1
H -3.26206 -4.47938 2.67314 0.2 0.1 -0.1
H -3.19964 -3.75140 1.09691 0.1 0.1 0.0
H -5.18524 -3.31316 3.38367 0.0 0.0 -0.1
H -5.52880 -3.80859 1.72873 0.0 0.1 0.1
H -5.11766 -2.12704 2.08111 0.0 -0.1 0.0
```
Positions in Å, forces in eV/Å.

Computed properties:
HOMO: -11.467 eV
Charge: +1
Orbital gap: 9.1 eV